# 1
The ion C4H11NO2 with charge +1. Source: the Open Molecules 2025 dataset; level of theory: wB97M-V/def2-TZVPD.

```
18
C4H11NO2 | the Open Molecules 2025 dataset | wB97M-V/def2-TZVPD
H 2.16112 -1.70672 1.03979
C -0.17586 -0.12302 0.30689
H -1.89389 0.13037 -2.36976
H -0.41765 -1.19676 0.19836
C 2.20951 0.23726 0.83321
H -1.12238 1.60549 -0.42684
H 1.39920 -0.18772 -1.04149
H 2.08518 1.04798 1.54641
H -0.25289 0.03418 1.37930
O 2.08568 -0.94026 1.61364
H -2.74790 -0.08711 0.97436
C -1.29057 0.53188 -0.51018
C -2.65626 -0.00037 -0.11124
H -2.72670 -1.03533 -0.46632
O -1.06498 0.23585 -1.88255
N 1.12740 0.26090 -0.16410
H 3.18338 0.20083 0.35361
H -3.51434 0.57029 -0.45619
```

Values from the calculation:
- multiplicity = 2
- net charge = +1
- LUMO level (alpha / beta) (eV) = -3.232 / -8.433

=====

# 2
The ion C4H11NO2 with charge +1. Source: the Open Molecules 2025 dataset; level of theory: wB97M-V/def2-TZVPD.

```
18
C4H11NO2 | the Open Molecules 2025 dataset | wB97M-V/def2-TZVPD
N -0.69859 -1.02198 -0.79397
C -0.61073 0.10553 0.09290
O -2.69660 -0.59663 1.12831
H -0.96086 -1.05842 1.91159
H 0.80814 1.24816 1.20177
H 1.60213 -0.75859 -1.87765
H -0.38365 -0.84394 -1.74849
C 1.69731 0.94991 -0.73438
C 0.85004 0.45555 0.45250
H 2.59568 1.45271 -0.38439
H 1.36683 -0.40926 0.86809
C -1.36633 -0.16717 1.43403
H 1.13659 1.77068 -1.20878
H -1.42531 0.79136 1.93455
H -0.18610 -1.86595 -0.49181
O 2.15555 -0.04867 -1.58837
H -1.12535 0.91779 -0.42275
H -2.75875 -0.92109 0.22684
```

Values from the calculation:
- multiplicity = 2
- net charge = +1
- LUMO level (alpha / beta) (eV) = -3.634 / -9.429

=====

# 3
The molecule C4H11NO2S. Source: the Open Molecules 2025 dataset; level of theory: wB97M-V/def2-TZVPD.

```
19
C4H11NO2S | the Open Molecules 2025 dataset | wB97M-V/def2-TZVPD
N 0.54219 1.40962 -1.23576
H -0.13013 1.87487 -1.92015
O 2.20971 0.85578 1.18891
C -0.99178 -0.14832 -0.14765
H -0.92659 1.69359 0.99684
H -1.64065 0.24448 -0.82372
H -2.41977 0.56738 1.28069
O 3.00252 -0.57840 -0.70449
C -1.14661 -1.70439 -0.02442
H 2.87493 0.72306 1.88884
H -2.21844 -1.90136 0.32223
C 0.36954 0.04954 -0.83173
H -0.93290 -2.19705 -0.92161
C -1.27578 0.65983 1.17413
H -0.78143 0.27616 2.03359
H 0.51791 -0.82714 -1.61793
H -0.34935 -2.06353 0.65377
S 1.89477 -0.49883 0.27276
H 1.40186 1.56472 -1.58430
```

Values from the calculation:
- multiplicity = 1
- net charge = 0
- LUMO level (eV) = 0.606

=====

# 4
A cluster of 2 separate species, C4H11NO2S in total. Source: the Open Molecules 2025 dataset; level of theory: wB97M-V/def2-TZVPD.

```
19
C4H11NO2S | the Open Molecules 2025 dataset | wB97M-V/def2-TZVPD
H 2.59393 0.86546 -0.26564
H -0.74695 -2.13100 -2.78363
C 1.17723 0.34223 -1.72758
H -1.18641 -0.54427 0.90732
N 0.13058 -1.72128 -2.49492
C 0.67515 0.95366 0.70189
H 0.95369 1.38576 -1.92188
O -1.15307 -0.16976 -1.49757
H -3.39698 -0.20084 3.86807
H 1.95578 -0.71069 0.00336
S -0.23790 -0.20457 1.78684
H 1.13990 1.61473 1.43079
O -3.28470 0.10129 4.77929
C -0.05616 -0.49107 -1.91163
H 1.97411 -0.02639 -2.37308
H 0.87214 -1.88199 -3.16137
H -0.07816 1.50540 0.20901
H -2.98269 1.00838 4.69087
C 1.65052 0.30495 -0.24013
```

Values from the calculation:
- multiplicity = 1
- SMILES string = NC(=O)CCCS.O
- net charge = 0
- LUMO level (eV) = 0.699

=====

# 5
A cluster of 2 separate species, C4H11NO2S in total. Source: the Open Molecules 2025 dataset; level of theory: wB97M-V/def2-TZVPD.

```
19
C4H11NO2S | the Open Molecules 2025 dataset | wB97M-V/def2-TZVPD
H -1.32365 3.21656 -0.15473
H 2.05054 -2.02084 -0.57998
C -0.53097 0.02275 0.29287
C 1.11087 -1.44429 -0.62472
H -1.59788 -0.17054 0.09740
C 0.54423 -0.94306 0.73587
H 0.11976 1.37048 -3.01091
H 0.44387 -2.87342 1.68300
H 1.27309 -0.27662 1.27687
O 0.43908 -1.44750 -1.59373
C -0.70194 1.21187 1.29624
H -0.97417 -2.14936 1.34965
S -2.13851 2.26706 0.51938
N 0.00882 -1.92861 1.66927
H -1.10184 0.83363 2.25970
H 1.72680 1.04768 -3.22352
H 0.09592 1.87211 1.42146
O 0.94985 1.00628 -2.64325
H -0.39388 0.40582 -0.77087
```

Values from the calculation:
- multiplicity = 1
- SMILES string = N[C@@H](C=O)CCS.O
- net charge = 0
- LUMO level (eV) = 0.611

=====

# 6
A cluster of 2 separate species, C4H11NO2S in total. Source: the Open Molecules 2025 dataset; level of theory: wB97M-V/def2-TZVPD.

```
19
C4H11NO2S | the Open Molecules 2025 dataset | wB97M-V/def2-TZVPD
C -1.31730 -1.68014 -0.41429
S 2.59801 1.76433 0.32082
O 1.33349 -2.11727 1.20792
C 0.94565 1.30636 -0.16960
C 0.60770 -0.25452 -0.06920
H -1.61093 1.28835 -0.91527
H -2.61517 2.11009 -0.12268
H 0.32697 1.85787 0.52059
H 0.71701 1.56403 -1.20583
N -0.78212 -0.49070 0.20687
O -2.20585 2.04168 -1.00324
H -1.60526 -1.47670 -1.44765
H -2.23873 -2.00376 0.07059
H 0.72065 -0.67364 -1.07683
H -0.85249 -0.51109 1.21843
H 2.63326 -0.61307 0.96295
C 1.62292 -1.06061 0.78255
H -0.72305 -2.59193 -0.49996
H 2.44524 1.54072 1.63384
```

Values from the calculation:
- multiplicity = 2
- net charge = +1
- LUMO level (alpha / beta) (eV) = -4.497 / -8.835

=====

# 7
A cluster of 2 separate species, C4H11NO3 in total. Source: the Open Molecules 2025 dataset; level of theory: wB97M-V/def2-TZVPD.

```
19
C4H11NO3 | the Open Molecules 2025 dataset | wB97M-V/def2-TZVPD
H -0.76909 -2.51025 0.00820
H -0.54061 0.21281 0.68865
O -0.63084 -0.94076 -1.70065
H -1.52247 -0.71895 -1.44283
H 0.65537 -3.17151 -0.78919
C 0.44687 -1.00723 -0.78179
H 1.31954 -1.13038 -1.41347
H 1.77131 3.14378 -0.25553
H 0.25734 1.70674 -0.99534
H 0.78381 -2.45559 0.88549
H -3.42982 -0.29328 1.05242
H 1.12631 -0.27603 1.11944
C 1.85049 2.13976 0.19537
O -4.37056 -0.23365 1.16830
C 0.29623 -2.42454 -0.09192
C 0.48094 0.04063 0.31298
H -4.64443 -0.87295 0.49029
N 0.86053 1.32555 -0.27650
O 2.58412 1.80091 1.10193
```

Values from the calculation:
- multiplicity = 1
- SMILES string = C[C@@H](O)CNC=O.O
- net charge = 0
- LUMO level (eV) = 0.162

=====

# 8
A cluster of 2 separate species, C4H11NO3 in total. Source: the Open Molecules 2025 dataset; level of theory: wB97M-V/def2-TZVPD.

```
19
C4H11NO3 | the Open Molecules 2025 dataset | wB97M-V/def2-TZVPD
H 1.31565 -0.07717 -1.99659
O -0.27711 2.10231 -0.48091
H -0.22122 -1.10768 -0.26671
C 1.21670 1.02590 -2.07139
H -1.56169 -0.28718 1.72969
N 0.39661 0.44131 2.07580
H -0.42116 -3.36777 0.08712
H 0.26539 1.11234 1.32170
O -1.16308 1.16590 -2.34908
H 1.04657 -1.64369 0.88288
H -0.58838 -1.38636 2.76287
C -0.13053 1.45245 -1.49564
H 1.93482 1.55559 -1.44610
H 1.18230 1.34638 -3.07355
O -0.66170 -2.85752 0.85605
H 0.21655 0.93489 2.94115
C -0.05530 -1.53429 0.72992
H -1.93734 1.75215 -2.12134
C -0.55708 -0.62757 1.91411
```

Values from the calculation:
- multiplicity = 1
- SMILES string = CC(=O)O.NCCO
- net charge = 0
- LUMO level (eV) = 0.570

=====

# 9
A cluster of 2 separate species, C4H11NO3 in total. Source: the Open Molecules 2025 dataset; level of theory: wB97M-V/def2-TZVPD.

```
19
C4H11NO3 | the Open Molecules 2025 dataset | wB97M-V/def2-TZVPD
C 2.49949 -0.70708 0.57924
H -0.98202 -1.35110 1.92678
H -2.90375 0.78467 -0.03201
C -0.10243 -1.04109 0.30943
O -1.10195 -1.37441 -0.32362
H 2.39701 0.33433 0.90054
C -1.11155 1.60984 -0.47243
H -0.31492 0.92371 0.14782
H 2.53429 -1.34119 1.47027
H 1.47583 -2.15410 -0.65126
N -2.42117 1.67152 0.08052
O -1.18360 1.01508 -1.72684
H -0.65426 2.59903 -0.53741
H -1.35465 0.06038 -1.54517
H -2.88964 2.50299 -0.27537
O -0.06965 -1.12695 1.65790
C 1.36765 -1.11226 -0.34088
H 3.46177 -0.81159 0.06704
H 1.35357 -0.48179 -1.23457
```

Values from the calculation:
- multiplicity = 1
- SMILES string = CCC(=O)O.NCO
- net charge = 0
- LUMO level (eV) = 0.623

=====

# 10
A cluster of 2 separate species, C4H11NO3 in total. Source: the Open Molecules 2025 dataset; level of theory: wB97M-V/def2-TZVPD.

```
19
C4H11NO3 | the Open Molecules 2025 dataset | wB97M-V/def2-TZVPD
H 0.94267 1.32053 -1.00371
C 0.17038 0.55426 -0.97440
H -0.67205 0.27978 1.00416
H -1.23552 -3.85192 0.03295
H 0.14126 -3.14977 0.38677
C -1.21037 2.24884 0.45853
H -1.82340 2.72372 -0.31227
H -0.29973 0.53578 -1.95511
N 0.88981 -0.72412 -0.80942
H -1.80058 0.28307 -0.28316
H 2.44831 0.92498 0.07284
O -0.81028 -3.02174 0.25910
H 0.31658 -1.55534 -0.74435
O 1.81320 -1.88719 0.91109
H -0.31671 2.87459 0.49247
H -1.79768 2.27355 1.37198
C 1.69844 -0.83813 0.31356
O 2.45528 0.20656 0.70342
C -0.90960 0.80254 0.07557
```

Values from the calculation:
- multiplicity = 1
- SMILES string = CCCNC(=O)O.O
- net charge = 0
- LUMO level (eV) = 0.679

=====

# 11
The molecule C4H11NO3. Source: the Open Molecules 2025 dataset; level of theory: wB97M-V/def2-TZVPD.

```
19
C4H11NO3 | the Open Molecules 2025 dataset | wB97M-V/def2-TZVPD
H 0.87601 1.07548 -1.86091
C 1.80802 0.18974 0.48820
H -0.57505 -0.73559 1.44994
O 0.25920 0.40608 -1.54212
H 0.47587 2.40306 0.55297
N -0.26334 1.77270 0.26399
H -2.82016 -1.03939 0.44503
H 2.35710 1.10932 0.26718
H -0.91302 1.79943 1.03951
H 1.76385 0.06054 1.57885
H -2.54572 0.59704 -0.12181
H -2.20969 -0.75114 -1.21143
H -0.04385 -1.83773 -1.08342
H 1.95987 -1.65915 -0.02118
C 0.18981 0.48761 -0.15912
O -0.08396 -1.91212 -0.11884
C -2.17510 -0.42161 -0.17621
O 2.47899 -0.85138 -0.15375
C -0.53882 -0.69288 0.36313
```

Values from the calculation:
- multiplicity = 1
- SMILES string = C[C@@H](O)[C@](N)(O)CO
- net charge = 0
- LUMO level (eV) = 0.785

=====

# 12
A cluster of 2 separate species, C4H11NO4 in total. Source: the Open Molecules 2025 dataset; level of theory: wB97M-V/def2-TZVPD.

```
20
C4H11NO4 | the Open Molecules 2025 dataset | wB97M-V/def2-TZVPD
H 1.12553 -0.63526 2.02439
C 1.09715 -0.17989 -1.33296
O -1.20602 1.23536 0.55676
O 1.87311 -2.08224 0.85169
H 2.49713 -2.19024 0.12543
H 2.46510 -0.09098 0.97797
O -1.18421 -1.14334 1.39523
H -2.98466 2.21984 0.18724
H -1.62272 2.73939 -0.82168
C 1.57754 -0.72922 1.04077
H 2.04899 0.35247 -1.35891
H 0.36914 0.34422 -1.94551
C -2.08294 1.86843 -0.33108
N 0.59724 -0.21240 0.05436
H 0.15286 0.82779 0.31944
H 1.20527 -1.19144 -1.71884
C -0.84549 -0.81972 0.13173
H -2.41223 1.17272 -1.12040
O -1.35961 -1.20546 -0.87290
H -1.31116 -0.28003 1.83725
```

Values from the calculation:
- multiplicity = 1
- net charge = 0
- LUMO level (eV) = 0.357

=====

# 13
A structure of composition C4H11NO4. Source: the Open Molecules 2025 dataset; level of theory: wB97M-V/def2-TZVPD.

```
20
C4H11NO4 | the Open Molecules 2025 dataset | wB97M-V/def2-TZVPD
N 0.50739 -0.53620 -1.56035
H 3.11226 -0.45043 -0.57327
C -2.06666 -0.01820 -0.15061
C 1.03067 0.04546 -0.47219
H 2.16391 -1.46596 0.53080
O -1.03464 1.72295 1.20117
H -1.33786 -0.11781 -1.01469
C 2.30976 -0.44627 0.16721
H -0.33858 1.97630 0.55521
H -1.55091 0.39564 2.92844
O 1.01609 1.45282 -0.62670
H 0.77499 1.62998 -1.54831
H 0.03410 -0.05575 0.54740
H -2.83321 0.71937 -0.38665
H 0.32439 -2.25516 -2.32486
H 2.59158 0.20791 0.99044
H -2.50779 -1.00225 -0.01524
C -1.29241 0.38994 1.04112
O 0.69612 -1.95157 -1.48921
O -1.59920 -0.24078 2.20031
```

Values from the calculation:
- multiplicity = 1
- net charge = 0
- LUMO level (alpha / beta) (eV) = 0.495 / 0.495

=====

ΔE to the lowest compared entry with this formula, charge and spin in kJ/mol, matching the order above: 81.66; 186.02; 234.08; 16.47; 248.92; 184.15; 168.50; 135.66; 152.84; 50.76; 232.73; 253.60; 444.12